# 1
Here is a molecular structure, C31H28F6GaO4SbSe2Te2 at a distorted geometry from the Open Molecules 2025 dataset. Energies are from ωB97M-V/def2-TZVPD.

Cartesian coordinates (Å):
Ga 10.077 13.046 12.848
Se 10.185 12.377 15.732
Te 11.907 13.536 17.056
Te 13.698 13.738 14.822
Se 12.608 12.561 12.965
C 4.906 13.577 10.751
C 6.093 13.205 11.543
C 5.778 13.493 13.015
O 6.405 11.824 11.369
C 7.674 11.696 10.693
C 8.008 13.088 10.167
O 7.299 13.975 11.121
C 9.393 13.742 9.967
O 10.114 13.620 11.132
C 10.206 13.164 8.768
C 11.479 12.693 8.959
C 12.425 12.676 7.913
C 12.046 12.967 6.606
C 10.678 13.124 6.344
C 9.761 13.195 7.427
C 9.162 15.238 9.619
C 10.136 16.189 9.972
C 9.891 17.571 10.002
C 8.653 18.068 9.666
C 7.691 17.149 9.298
C 7.900 15.785 9.272
C 8.691 10.827 11.584
O 9.162 11.495 12.697
C 9.785 10.112 10.732
C 9.378 9.396 9.615
C 10.301 8.656 8.924
C 11.643 8.725 9.216
C 12.085 9.348 10.387
C 11.118 10.070 11.146
C 7.936 9.553 12.133
C 6.750 9.069 11.532
C 6.141 7.924 12.064
C 6.642 7.307 13.214
C 7.808 7.819 13.796
C 8.454 8.914 13.266
H 3.997 13.292 11.350
H 4.829 13.112 9.775
H 4.839 14.663 10.545
H 4.961 12.900 13.376
H 5.582 14.601 13.118
H 6.637 13.280 13.621
H 7.448 11.077 9.830
H 7.399 13.253 9.237
H 11.722 12.384 9.973
H 13.465 12.414 8.172
H 12.801 13.176 5.861
H 10.281 13.417 5.377
H 8.643 13.285 7.201
H 11.060 15.796 10.407
H 10.727 18.177 10.207
H 8.427 19.119 9.643
H 6.718 17.553 9.007
H 7.066 15.127 9.073
H 8.333 9.412 9.248
H 9.889 8.053 8.121
H 12.417 8.229 8.615
H 13.114 9.310 10.727
H 11.459 10.466 12.120
H 6.367 9.546 10.701
H 5.256 7.487 11.616
H 6.119 6.421 13.632
H 8.278 7.272 14.577
H 9.290 9.383 13.739
F 9.437 14.728 13.665
Sb 8.679 16.579 14.271
F 7.686 16.611 12.640
F 7.260 15.438 14.917
F 7.843 18.073 14.963
F 9.677 16.311 15.869
F 10.186 17.376 13.332

Computed properties:
**Multiplicity**: 2
**Relative energy (zero: lowest compared OMol25 entry of this formula, charge and spin)**: 45.0 kJ/mol
**Net charge**: -1
**Total energy**: -9602.44987 hartree
**Max |F|**: 3.161 eV/A
**E_HOMO (alpha / beta)**: -5.3 / -5.4 eV

# 2
Here is a molecular structure, C31H28FN7O3Tc at a distorted geometry from the Open Molecules 2025 dataset. Energies are from ωB97M-V/def2-TZVPD.

Cartesian coordinates (Å):
Tc -0.181 -0.202 -0.062
N 2.191 -1.257 3.721
C 3.355 -0.892 3.122
C 3.022 -0.445 1.867
N 1.690 -0.542 1.701
C 1.194 -1.041 2.829
C -0.215 -1.265 2.904
N -0.961 -0.996 1.827
C -2.247 -1.292 2.164
C -2.281 -1.746 3.449
N -0.995 -1.728 3.906
H 2.120 -1.618 4.661
H 4.303 -0.970 3.614
H 3.659 -0.063 1.096
H -3.051 -1.170 1.468
H -3.110 -2.040 4.058
H -0.707 -2.028 4.827
C 3.671 2.559 -6.115
C 4.138 1.157 -5.740
C 4.139 0.270 -6.981
C 4.688 -1.104 -6.637
C 3.891 -1.699 -5.521
C 3.758 -3.066 -5.424
C 3.037 -3.627 -4.375
F 2.912 -4.954 -4.308
C 2.447 -2.843 -3.414
C 2.539 -1.449 -3.507
C 1.874 -0.634 -2.499
O 1.308 -1.184 -1.514
C 1.953 0.760 -2.742
C 2.680 1.265 -3.803
N 3.321 0.518 -4.688
C 3.259 -0.860 -4.576
C 1.243 1.742 -1.872
O 1.511 2.919 -1.872
O 0.293 1.205 -1.155
H 4.211 2.854 -7.011
H 3.889 3.303 -5.356
H 2.611 2.575 -6.351
H 5.158 1.211 -5.335
H 4.758 0.735 -7.746
H 3.122 0.182 -7.371
H 5.733 -1.014 -6.322
H 4.661 -1.757 -7.509
H 4.211 -3.708 -6.162
H 1.906 -3.288 -2.594
H 2.730 2.339 -3.896
C -0.779 1.772 1.246
C -2.206 1.854 1.315
C -2.962 2.301 0.207
C -4.333 2.335 0.251
C -5.000 1.922 1.413
C -4.268 1.552 2.550
C -2.897 1.510 2.496
C -6.410 1.838 1.456
N -7.546 1.704 1.505
H -0.284 1.652 2.205
H -0.319 2.539 0.631
H -2.433 2.619 -0.678
H -4.905 2.666 -0.603
H -4.789 1.312 3.464
H -2.333 1.256 3.380
C -0.693 -5.283 0.443
C -1.085 -4.545 -0.848
C -1.003 -3.137 -0.659
N -0.899 -2.015 -0.401
H -0.678 -6.350 0.244
H -1.415 -5.091 1.230
H 0.296 -4.984 0.781
H -2.104 -4.812 -1.144
H -0.413 -4.826 -1.665

Computed properties:
**Multiplicity**: 2
**Relative energy (zero: lowest compared OMol25 entry of this formula, charge and spin)**: 113.4 kJ/mol
**Net charge**: +2
**Total energy**: -1987.27772 hartree
**Max |F|**: 2.861 eV/A
**E_HOMO (alpha / beta)**: -13.4 / -13.4 eV

# 3
Here is a molecular structure, C31H28GeNNaO4S3 at a distorted geometry from the Open Molecules 2025 dataset. Energies are from ωB97M-V/def2-TZVPD.

Cartesian coordinates (Å):
Na 1.706 -1.043 -0.539
O 2.607 -3.828 2.160
C 1.986 -3.678 1.083
O 2.161 -2.752 0.251
C 0.882 -4.707 0.784
C 0.470 -5.456 1.889
C -0.530 -6.412 1.830
C -1.133 -6.663 0.600
C -0.744 -5.944 -0.514
C 0.241 -4.924 -0.473
S 0.529 -4.060 -1.961
H 0.985 -5.261 2.822
H -0.835 -6.955 2.720
H -1.912 -7.416 0.515
H -1.214 -6.138 -1.470
S 4.602 -1.935 -2.841
C 4.409 -3.564 -2.735
N 3.787 -4.346 -3.648
C 3.495 -5.716 -3.228
C 4.589 -6.100 -2.244
S 5.074 -4.536 -1.442
H 3.063 -3.874 -4.171
H 3.491 -6.371 -4.102
H 2.516 -5.733 -2.739
H 5.468 -6.520 -2.733
H 4.224 -6.790 -1.486
O 1.899 1.278 -0.542
C 1.092 1.127 -1.497
O 0.445 0.086 -1.752
C 0.778 2.379 -2.326
C -0.629 2.893 -1.945
Ge -1.075 2.956 -0.008
C -3.001 3.469 0.040
C -3.446 4.577 -0.685
C -4.777 4.970 -0.662
C -5.698 4.256 0.094
C -5.274 3.158 0.828
C -3.938 2.773 0.803
C -0.917 1.415 1.175
C -0.083 1.456 2.290
C 0.086 0.331 3.084
C -0.574 -0.851 2.773
C -1.407 -0.902 1.664
C -1.578 0.225 0.871
C -0.199 4.533 0.793
C -0.505 4.919 2.099
C 0.085 6.036 2.674
C 0.991 6.796 1.945
C 1.299 6.433 0.641
C 0.707 5.310 0.075
H 0.800 2.126 -3.388
H 1.550 3.117 -2.103
H -1.370 2.230 -2.396
H -0.795 3.899 -2.342
H -2.732 5.145 -1.273
H -5.100 5.833 -1.234
H -6.740 4.555 0.109
H -5.988 2.597 1.421
H -3.616 1.917 1.384
H 0.472 2.361 2.512
H 0.765 0.364 3.928
H -0.401 -1.743 3.362
H -1.893 -1.834 1.399
H -2.194 0.165 -0.020
H -1.221 4.335 2.669
H -0.157 6.315 3.693
H 1.458 7.666 2.393
H 2.007 7.021 0.069
H 0.961 5.028 -0.941

Computed properties:
**Multiplicity**: 1
**Net charge**: -2
**Total energy**: -4987.76202 hartree
**Max |F|**: 1.606 eV/A
**E_HOMO**: -0.7 eV

# 4
Here is a molecular structure, C31H28N5S3SbV from the Open Molecules 2025 dataset. Energies are from ωB97M-V/def2-TZVPD.

Cartesian coordinates (Å):
V 0.081 -1.161 1.074
C -1.111 -4.007 -3.814
S -1.907 -4.001 -2.199
C -0.967 -2.840 -1.356
S -1.525 -2.570 0.310
N 0.051 -2.234 -1.870
N 0.601 -1.345 -0.992
C 1.547 -0.584 -1.409
C 2.061 0.398 -0.471
C 3.086 1.268 -0.792
C 3.492 2.196 0.164
C 2.856 2.219 1.392
C 1.835 1.310 1.643
N 1.444 0.416 0.735
H -1.684 -4.709 -4.416
H -0.082 -4.346 -3.734
H -1.152 -3.018 -4.263
H 1.933 -0.664 -2.421
H 3.557 1.225 -1.764
H 4.292 2.890 -0.057
H 3.131 2.925 2.162
H 1.316 1.296 2.592
C 2.844 -3.619 0.044
C 2.364 -3.583 1.456
C 2.800 -4.486 2.420
C 2.311 -4.364 3.709
N 1.415 -3.430 4.052
C 1.047 -2.635 3.090
S -0.220 -1.398 3.289
N 1.476 -2.642 1.815
H 3.586 -4.401 -0.095
H 3.298 -2.663 -0.220
H 2.010 -3.804 -0.635
H 3.511 -5.259 2.169
H 2.632 -5.033 4.497
C -0.471 5.005 2.722
C -1.206 4.212 3.593
C -1.659 2.965 3.186
C -1.370 2.506 1.905
C -0.640 3.308 1.029
C -0.194 4.555 1.436
Sb -2.008 0.628 1.196
C -2.912 1.086 -0.642
C -3.937 2.029 -0.656
C -4.547 2.366 -1.854
C -4.131 1.772 -3.038
C -3.105 0.838 -3.028
C -2.495 0.494 -1.829
C -3.568 -0.059 2.416
C -4.757 -0.447 1.799
C -5.804 -0.932 2.568
C -5.668 -1.035 3.945
C -4.481 -0.659 4.558
C -3.428 -0.176 3.797
H -0.129 5.981 3.038
H -1.440 4.571 4.586
H -2.256 2.371 3.867
H -0.442 2.980 0.012
H 0.354 5.186 0.748
H -4.268 2.504 0.261
H -5.346 3.095 -1.863
H -4.609 2.040 -3.971
H -2.781 0.378 -3.951
H -1.698 -0.240 -1.834
H -4.879 -0.366 0.726
H -6.728 -1.228 2.088
H -6.488 -1.410 4.543
H -4.373 -0.744 5.631
H -2.506 0.099 4.296

Computed properties:
**Multiplicity**: 2
**Relative energy (zero: lowest compared OMol25 entry of this formula, charge and spin)**: 0.0 kJ/mol
**Net charge**: +2
**Total energy**: -3850.21422 hartree
**Max |F|**: 0.856 eV/A
**E_HOMO (alpha / beta)**: -14.1 / -13.9 eV

# 5
Here is a molecular structure, C31H29AsF6N7O6S5W at a distorted geometry from the Open Molecules 2025 dataset. Energies are from ωB97M-V/def2-TZVPD.

Cartesian coordinates (Å):
W 0.258 0.320 0.289
O -1.458 -2.607 -1.612
C -1.626 -1.418 -1.432
N -0.491 -0.553 -1.365
C 0.540 -1.145 -2.188
C 0.374 -1.498 -3.521
C 1.376 -2.208 -4.169
C 2.514 -2.598 -3.484
C 2.712 -2.223 -2.165
C 1.739 -1.470 -1.520
N 1.808 -0.843 -0.232
C 3.058 -0.776 0.350
O 3.955 -1.583 0.247
C 3.188 0.388 1.284
C 4.421 0.638 1.874
C 4.495 1.554 2.912
C 3.312 2.143 3.344
C 2.130 1.874 2.674
N 2.047 1.035 1.620
C -3.004 -0.886 -1.272
C -4.045 -1.814 -1.179
C -5.352 -1.355 -1.160
C -5.565 0.013 -1.221
C -4.461 0.854 -1.284
N -3.207 0.430 -1.306
H -0.528 -1.227 -4.046
H 1.250 -2.481 -5.204
H 3.267 -3.196 -3.973
H 3.622 -2.498 -1.660
H 5.277 0.085 1.515
H 5.437 1.777 3.389
H 3.300 2.818 4.185
H 1.203 2.330 3.006
H -3.817 -2.868 -1.154
H -6.174 -2.052 -1.122
H -6.560 0.424 -1.228
H -4.597 1.925 -1.329
C -0.730 -3.263 1.015
C -1.596 -2.193 1.555
N -1.412 -0.902 1.277
C -2.284 -0.100 2.009
C -3.138 -0.796 2.812
S -2.848 -2.477 2.684
C -2.284 1.307 1.627
C -3.082 2.334 2.047
S -3.079 3.603 0.896
C -2.038 2.697 -0.120
N -1.624 1.556 0.421
C -1.807 3.051 -1.531
H 0.216 -2.833 0.648
H -1.205 -3.760 0.163
H -0.549 -4.026 1.774
H -3.907 -0.415 3.456
H -3.671 2.390 2.942
H -2.774 3.166 -2.024
H -1.257 2.253 -2.032
H -1.273 3.994 -1.640
C 1.359 -3.409 5.006
As 2.231 -2.423 3.567
C 2.863 -3.773 2.303
C 3.797 -1.625 4.418
S 0.726 -0.978 2.955
H 2.094 -4.083 5.457
H 0.521 -3.998 4.629
H 0.996 -2.716 5.769
H 3.540 -4.415 2.872
H 3.416 -3.325 1.477
H 2.039 -4.379 1.925
H 4.209 -2.371 5.103
H 3.506 -0.746 4.995
H 4.557 -1.365 3.684
F 2.393 4.591 1.772
C 2.793 4.200 0.566
F 3.172 5.222 -0.126
F 3.766 3.320 0.739
S 1.230 3.397 -0.203
O 0.408 3.000 0.950
O 0.677 4.351 -1.078
N 1.328 1.900 -0.897
S 2.503 2.007 -2.066
O 3.135 0.743 -2.140
O 3.200 3.182 -1.671
C 1.552 2.310 -3.668
F 1.169 3.558 -3.775
F 2.237 1.929 -4.713
F 0.459 1.538 -3.542

Computed properties:
**Multiplicity**: 1
**Net charge**: +3
**Total energy**: -6925.45767 hartree
**Max |F|**: 3.682 eV/A
**E_HOMO (alpha / beta)**: -16.6 / -16.6 eV

# 6
Here is a molecular structure, C31H29BrN8O7PPb from the Open Molecules 2025 dataset. Energies are from ωB97M-V/def2-TZVPD.

Cartesian coordinates (Å):
Pb 0.396 2.304 1.562
O 4.715 2.532 0.645
C 3.596 2.545 1.132
N 2.463 1.997 0.620
C 2.532 1.277 -0.592
C 3.680 0.602 -1.029
C 3.686 -0.092 -2.224
C 2.551 -0.129 -3.027
C 1.399 0.498 -2.598
C 1.373 1.176 -1.381
N 0.231 1.876 -0.940
C -0.982 1.551 -1.160
O -1.422 0.409 -1.703
C -2.040 2.559 -0.830
C -3.270 2.532 -1.469
C -4.208 3.501 -1.147
C -3.891 4.448 -0.190
C -2.633 4.398 0.392
N -1.720 3.488 0.071
C 3.436 3.260 2.463
C 4.560 3.794 3.073
C 4.412 4.438 4.290
C 3.150 4.531 4.859
C 2.082 3.975 4.180
N 2.225 3.353 3.010
H 4.575 0.643 -0.432
H 4.592 -0.593 -2.539
H 2.569 -0.637 -3.983
H 0.509 0.484 -3.211
H -3.473 1.786 -2.221
H -5.171 3.515 -1.640
H -4.592 5.218 0.099
H -2.342 5.124 1.142
H 5.514 3.691 2.578
H 5.271 4.863 4.791
H 2.993 5.026 5.806
H 1.077 4.027 4.582
C -2.268 -4.221 -1.432
N -2.805 -3.645 -0.121
C -4.221 -3.106 -0.352
N -4.237 -2.202 -1.442
C -3.712 -2.826 -2.647
N -2.332 -3.254 -2.464
C -1.400 -2.124 -2.300
P -1.745 -1.079 -0.792
C -1.877 -2.580 0.374
C -3.576 -0.921 -1.173
H -2.894 -5.083 -1.672
H -1.245 -4.541 -1.239
H -2.852 -4.393 0.573
H -4.528 -2.622 0.573
H -4.844 -3.977 -0.559
H -3.762 -2.115 -3.469
H -4.322 -3.697 -2.898
H -1.479 -1.493 -3.186
H -0.385 -2.515 -2.270
H -2.212 -2.284 1.363
H -0.895 -3.048 0.449
H -3.647 -0.338 -2.089
H -4.122 -0.393 -0.398
O -3.626 -0.672 1.799
N -2.814 0.230 1.666
O -2.744 1.216 2.354
O -1.904 0.145 0.707
Br 5.878 -4.342 0.397
C 4.289 -3.331 0.482
C 3.374 -3.416 -0.557
C 2.214 -2.665 -0.496
C 1.966 -1.842 0.598
C 2.897 -1.767 1.631
C 4.062 -2.510 1.578
C 0.766 -0.974 0.674
O 0.597 -0.220 1.623
O -0.032 -1.067 -0.371
H 3.580 -4.049 -1.409
H 1.519 -2.685 -1.322
H 2.704 -1.110 2.468
H 4.792 -2.453 2.373

Computed properties:
**Multiplicity**: 1
**Relative energy (zero: lowest compared OMol25 entry of this formula, charge and spin)**: 5.9 kJ/mol
**Net charge**: +1
**Total energy**: -5271.43307 hartree
**Max |F|**: 0.155 eV/A
**E_HOMO**: -10.1 eV